[1]
Entry from the OMol25 dataset: the ion C6H10O with charge -1 at a distorted geometry (ωB97M-V/def2-TZVPD).

## Properties
- ⟨S²⟩: 0.75
- Frontier orbital gap (spin up / spin down): 3.56 / 6.80 eV
- E_LUMO (spin up / spin down): 3.9 / 3.8 eV
- E_HOMO (spin up / spin down): 0.30 / -2.97 eV
- Relative energy (zero: lowest compared OMol25 entry of this formula, charge and spin): 11.0 kcal per mole
- 2S+1: 2
- Total charge: -1

Each line ends with the Mulliken spin population.
Geometry (Å):
O 0.401 0.915 -2.951  0.169
C 1.287 0.635 -2.062  0.697
C 1.077 -0.396 -0.966  -0.114
C 1.051 0.124 0.486  0.170
C -0.273 0.661 1.069  0.017
C -2.166 -0.985 1.044  0.003
C -1.464 -0.018 0.464  0.009
H 2.025 1.390 -1.681  0.063
H 1.844 -1.192 -0.969  0.064
H 0.181 -0.987 -1.167  0.005
H 1.352 -0.687 1.156  -0.062
H 1.827 0.889 0.517  0.021
H -0.350 1.735 0.864  -0.028
H -0.307 0.525 2.153  -0.006
H -2.114 -1.053 2.124  0.001
H -2.839 -1.654 0.530  0.000
H -1.533 0.097 -0.610  -0.010


[2]
Entry from the OMol25 dataset: a cluster of 2 separate species, C6H10O in total at a distorted geometry (ωB97M-V/def2-TZVPD).

## Properties
- ⟨S²⟩: 0.78
- Frontier orbital gap (spin up / spin down): 3.58 / 6.23 eV
- E_LUMO (spin up / spin down): 3.6 / 3.5 eV
- E_HOMO (spin up / spin down): -0.01 / -2.72 eV
- Relative energy (zero: lowest compared OMol25 entry of this formula, charge and spin): 14.9 kcal per mole
- 2S+1: 2
- Total charge: -1

Each line ends with the Mulliken spin population.
Geometry (Å):
C 0.453 1.366 1.078  -0.051
C 0.438 1.360 2.434  0.354
C -0.990 -0.685 0.649  0.208
C -0.171 0.348 0.258  0.148
C -0.756 -2.305 -1.191  0.247
C -1.490 -1.737 -0.201  -0.033
H 0.955 2.149 0.517  -0.019
H 0.770 2.045 3.202  0.001
H -0.056 0.499 2.882  0.022
H -1.276 -0.756 1.698  0.055
H 0.190 0.324 -0.762  0.022
H 0.247 -1.925 -1.365  0.020
H -1.004 -3.170 -1.794  -0.003
H -2.519 -2.070 -0.057  0.011
H 2.381 1.076 -2.422  0.001
H 1.055 1.674 -2.766  -0.005
O 1.773 1.808 -2.159  0.022


[3]
Entry from the OMol25 dataset: a cluster of 2 separate species, C6H10O in total (ωB97M-V/def2-TZVPD).

## Properties
- Frontier orbital gap: 9.95 eV
- E_LUMO: 0.9 eV
- E_HOMO: -9.07 eV
- Relative energy (zero: lowest compared OMol25 entry of this formula, charge and spin): 41.3 kcal per mole
- SMILES string: C=CC=C.CC=O
- Total charge: 0

Each line ends with the natural charge from an NBO analysis.
Geometry (Å):
C -2.065 -0.261 0.493  -0.723
C -1.476 0.085 -0.842  0.439
O -1.206 1.212 -1.175  -0.529
C 1.312 1.646 -0.178  -0.356
C 1.643 0.462 -0.678  -0.237
C 1.014 -1.142 1.020  -0.364
C 1.106 -0.836 -0.265  -0.238
H -3.129 -0.029 0.424  0.238
H -1.638 0.360 1.279  0.233
H -1.947 -1.312 0.744  0.222
H -1.360 -0.745 -1.562  0.108
H 1.820 2.548 -0.493  0.202
H 0.493 1.765 0.524  0.195
H 2.452 0.376 -1.392  0.206
H 1.160 -0.376 1.769  0.198
H 0.876 -2.154 1.358  0.198
H 0.943 -1.597 -1.026  0.208


[4]
Entry from the OMol25 dataset: an isolated molecule of C6H10O at a distorted geometry (ωB97M-V/def2-TZVPD).

## Properties
- Frontier orbital gap: 8.62 eV
- E_LUMO: 0.4 eV
- E_HOMO: -8.27 eV
- Relative energy (zero: lowest compared OMol25 entry of this formula, charge and spin): 106.4 kcal per mole
- Total charge: 0

Each line ends with the natural charge from an NBO analysis.
Geometry (Å):
O 2.685 -0.010 0.868  -0.528
C 2.533 -1.246 1.330  0.131
C 1.543 0.002 -0.049  -0.072
C 0.237 0.417 0.579  -0.436
C -0.807 0.638 -0.492  -0.230
C -1.690 -0.489 -0.956  -0.423
C -2.256 0.619 -0.114  -0.413
H 3.524 -1.712 1.143  0.061
H 1.915 0.683 -0.808  0.201
H 1.467 -0.990 -0.522  0.194
H 0.410 1.336 1.147  0.214
H -0.097 -0.350 1.289  0.230
H -0.517 1.358 -1.257  0.211
H -1.971 -0.526 -2.005  0.216
H -1.563 -1.466 -0.494  0.215
H -2.921 1.340 -0.580  0.216
H -2.491 0.395 0.923  0.213


[5]
Entry from the OMol25 dataset: a cluster of 2 separate species, C6H10O in total (ωB97M-V/def2-TZVPD).

## Properties
- Frontier orbital gap (spin up / spin down): 8.33 / 8.32 eV
- E_LUMO (spin up / spin down): -1.1 / -1.1 eV
- E_HOMO (spin up / spin down): -9.41 / -9.43 eV
- Relative energy (zero: lowest compared OMol25 entry of this formula, charge and spin): 122.5 kcal per mole
- Total charge: 0

Each line ends with the natural charge from an NBO analysis.
Geometry (Å):
O -1.608 -1.623 0.664  -0.564
C -1.808 -0.645 -0.020  0.459
C -0.943 -0.236 -1.194  -0.508
C 0.497 -0.749 -1.087  -0.456
C 1.419 0.230 -0.416  -0.155
C -0.939 1.383 1.577  -0.158
C 2.180 -0.027 0.647  -0.406
H -2.712 -0.021 0.129  0.117
H -1.437 -0.652 -2.084  0.231
H -0.981 0.854 -1.291  0.226
H 0.885 -0.953 -2.094  0.217
H 0.492 -1.699 -0.541  0.233
H 1.489 1.213 -0.888  0.192
H -0.789 2.429 1.918  0.081
H -0.784 0.787 2.502  0.092
H 2.876 0.709 1.042  0.199
H 2.162 -1.000 1.135  0.198


[6]
Entry from the OMol25 dataset: a cluster of 2 separate species, C6H10O in total (ωB97M-V/def2-TZVPD).

## Properties
- Frontier orbital gap: 10.33 eV
- E_LUMO: 1.1 eV
- E_HOMO: -9.25 eV
- Relative energy (zero: lowest compared OMol25 entry of this formula, charge and spin): 62.9 kcal per mole
- SMILES string: C=C1CO1.C=CC
- Total charge: 0

Each line ends with the natural charge from an NBO analysis.
Geometry (Å):
C -1.974 -0.017 0.155  -0.650
C -1.294 1.261 -0.226  -0.165
C -0.434 1.938 0.531  -0.429
C 1.354 -1.112 -0.022  0.299
C 2.120 0.046 -0.363  -0.142
O 1.785 -0.355 1.011  -0.465
C 0.783 -2.271 -0.276  -0.533
H -1.522 -0.481 1.037  0.216
H -3.016 0.236 0.389  0.218
H -1.990 -0.742 -0.666  0.219
H -1.637 1.693 -1.166  0.190
H -0.108 2.936 0.248  0.197
H -0.039 1.531 1.460  0.204
H 3.154 -0.114 -0.657  0.191
H 1.643 0.973 -0.670  0.212
H 0.416 -2.909 0.519  0.220
H 0.760 -2.614 -1.303  0.220


[7]
Entry from the OMol25 dataset: an isolated molecule of C6H10O (ωB97M-V/def2-TZVPD).

## Properties
- Frontier orbital gap: 7.61 eV
- E_LUMO: 0.2 eV
- E_HOMO: -7.45 eV
- Relative energy (zero: lowest compared OMol25 entry of this formula, charge and spin): 84.2 kcal per mole
- Total charge: 0

Each line ends with the natural charge from an NBO analysis.
Geometry (Å):
C -2.109 -0.278 0.322  -0.664
C -0.731 0.193 0.642  0.252
O 0.057 -1.640 1.189  -0.729
C 0.887 -1.211 0.279  0.352
C 0.553 -0.820 -1.127  -0.480
C 0.365 0.372 -0.233  -0.267
C 1.305 1.543 -0.155  -0.595
H -2.716 0.621 0.130  0.228
H -2.150 -0.916 -0.561  0.224
H -2.544 -0.807 1.172  0.244
H -0.656 0.729 1.592  0.203
H 1.970 -1.348 0.450  0.149
H 1.405 -0.761 -1.802  0.225
H -0.326 -1.266 -1.592  0.221
H 1.058 2.319 -0.892  0.210
H 1.273 2.009 0.838  0.214
H 2.342 1.239 -0.344  0.212


[8]
Entry from the OMol25 dataset: a structure of composition C6H10O (ωB97M-V/def2-TZVPD).

## Properties
- Frontier orbital gap: 9.26 eV
- E_LUMO: 0.9 eV
- E_HOMO: -8.36 eV
- Relative energy (zero: lowest compared OMol25 entry of this formula, charge and spin): 102.5 kcal per mole
- Total charge: 0

Each line ends with the natural charge from an NBO analysis.
Geometry (Å):
C 2.176 0.050 0.050  -0.644
C 0.695 -0.146 0.015  0.037
C 0.042 -1.237 0.407  -0.228
C -1.444 -1.276 0.257  -0.493
C -1.604 0.751 -0.094  -0.380
C -0.161 0.998 -0.498  -0.047
O 0.190 2.233 0.123  -0.707
H 2.413 0.966 0.600  0.238
H 2.571 0.177 -0.966  0.220
H 2.686 -0.798 0.518  0.215
H 0.546 -2.118 0.798  0.216
H -2.025 -1.201 1.174  0.258
H -1.763 -2.191 -0.271  0.238
H -1.764 -0.555 -0.621  0.258
H -2.329 0.956 -0.900  0.174
H 0.051 1.171 -1.565  0.167
H -0.281 2.221 0.972  0.478


[9]
Entry from the OMol25 dataset: an isolated molecule of C6H10O (ωB97M-V/def2-TZVPD).

## Properties
- Frontier orbital gap: 8.24 eV
- E_LUMO: -0.3 eV
- E_HOMO: -8.57 eV
- Relative energy (zero: lowest compared OMol25 entry of this formula, charge and spin): 108.9 kcal per mole
- Total charge: 0

Each line ends with the natural charge from an NBO analysis.
Geometry (Å):
O 0.688 1.894 -0.405  -0.746
C -0.341 1.187 -0.825  -0.027
C 0.079 -0.014 -1.567  -0.082
C 1.181 -0.715 0.209  -0.678
C 0.228 -0.707 1.407  -0.448
C -1.111 -0.032 1.191  -0.164
C -1.401 0.823 0.213  -0.223
H 1.301 0.423 -0.103  0.346
H -0.850 1.623 -1.750  0.253
H 0.938 0.100 -2.226  0.214
H -0.623 -0.815 -1.805  0.206
H 2.223 -0.898 0.508  0.258
H 0.971 -1.563 -0.459  0.234
H 0.060 -1.731 1.765  0.211
H 0.721 -0.177 2.233  0.230
H -1.858 -0.235 1.957  0.205
H -2.370 1.316 0.182  0.212


[10]
Entry from the OMol25 dataset: an isolated molecule of C6H10O (ωB97M-V/def2-TZVPD).

## Properties
- Frontier orbital gap: 10.06 eV
- E_LUMO: 1.0 eV
- E_HOMO: -9.06 eV
- Relative energy (zero: lowest compared OMol25 entry of this formula, charge and spin): 8.9 kcal per mole
- SMILES string: C/C=C(/C)CC=O
- Total charge: 0

Each line ends with the natural charge from an NBO analysis.
Geometry (Å):
C 0.549 2.233 -0.156  -0.642
C 0.833 0.924 0.520  -0.170
O -2.350 -0.714 0.624  -0.516
C -1.954 -0.837 -0.509  0.449
C -0.531 -0.577 -0.963  -0.554
C 0.406 -0.295 0.183  0.010
C 0.817 -1.517 0.963  -0.632
H 1.489 2.746 -0.397  0.217
H -0.017 2.126 -1.085  0.202
H -0.019 2.902 0.503  0.222
H 1.473 0.995 1.401  0.194
H -2.649 -1.161 -1.315  0.105
H -0.208 -1.461 -1.533  0.231
H -0.577 0.240 -1.695  0.238
H 1.427 -2.186 0.340  0.207
H 1.402 -1.251 1.848  0.217
H -0.061 -2.085 1.292  0.221


[11]
Entry from the OMol25 dataset: an isolated molecule of C6H10O (ωB97M-V/def2-TZVPD).

## Properties
- Frontier orbital gap: 10.42 eV
- E_LUMO: 1.1 eV
- E_HOMO: -9.30 eV
- Relative energy (zero: lowest compared OMol25 entry of this formula, charge and spin): 42.8 kcal per mole
- SMILES string: CO[C@@H]1[C@@H]2CC[C@@H]21
- Total charge: 0

Each line ends with the natural charge from an NBO analysis.
Geometry (Å):
C 2.234 0.268 0.529  -0.247
O 1.037 -0.389 0.896  -0.535
C 0.371 -0.983 -0.172  0.078
C -1.110 -1.063 -0.165  -0.229
C -1.699 0.202 0.462  -0.396
C -0.980 1.058 -0.616  -0.397
C -0.380 -0.213 -1.214  -0.253
H 2.959 0.121 1.336  0.188
H 2.065 1.346 0.395  0.171
H 2.651 -0.140 -0.400  0.172
H 0.869 -1.874 -0.564  0.186
H -1.630 -2.009 -0.279  0.216
H -2.788 0.252 0.375  0.208
H -1.407 0.385 1.500  0.212
H -1.687 1.546 -1.293  0.210
H -0.262 1.803 -0.257  0.199
H -0.235 -0.403 -2.275  0.215


[12]
Entry from the OMol25 dataset: an isolated molecule of C6H10O (ωB97M-V/def2-TZVPD).

## Properties
- Frontier orbital gap: 10.18 eV
- E_LUMO: 1.0 eV
- E_HOMO: -9.21 eV
- Relative energy (zero: lowest compared OMol25 entry of this formula, charge and spin): 1.4 kcal per mole
- SMILES string: CC1(O)CC=CC1
- Total charge: 0

Each line ends with the natural charge from an NBO analysis.
Geometry (Å):
C 1.877 0.006 -0.087  -0.630
C 0.414 0.123 0.333  0.259
O 0.319 0.696 1.635  -0.722
C -0.346 -1.218 0.450  -0.456
C -1.718 -0.902 -0.090  -0.178
C -1.757 0.280 -0.698  -0.191
C -0.411 0.954 -0.683  -0.461
H 2.276 0.995 -0.352  0.203
H 1.990 -0.638 -0.966  0.213
H 2.482 -0.399 0.730  0.220
H 0.687 1.587 1.595  0.461
H 0.135 -2.017 -0.131  0.210
H -0.360 -1.536 1.498  0.232
H -2.559 -1.584 0.003  0.209
H -2.628 0.714 -1.180  0.209
H -0.450 2.008 -0.378  0.209
H 0.050 0.931 -1.681  0.211


[13]
Entry from the OMol25 dataset: a cluster of 2 separate species, C6H10O in total at a distorted geometry (ωB97M-V/def2-TZVPD).

## Properties
- Frontier orbital gap: 7.00 eV
- E_LUMO: -1.9 eV
- E_HOMO: -8.89 eV
- Relative energy (zero: lowest compared OMol25 entry of this formula, charge and spin): 127.6 kcal per mole
- Total charge: 0

Each line ends with the natural charge from an NBO analysis.
Geometry (Å):
O 0.419 0.436 -2.754  -0.648
C 0.212 0.271 -1.553  0.190
C -1.071 0.253 -0.870  -0.025
C -1.117 0.298 0.595  -0.546
C 0.087 -0.226 1.348  0.026
C 0.843 0.694 1.946  -0.384
C 0.448 -1.720 1.101  -0.655
H 1.083 -0.129 -1.003  0.149
H -1.977 0.510 -1.443  0.231
H 0.246 1.962 -0.647  0.107
H -1.269 1.333 1.045  0.256
H -2.047 -0.166 1.004  0.238
H 1.773 0.555 2.474  0.206
H 0.573 1.743 1.895  0.189
H 1.462 -1.972 0.790  0.231
H 0.119 -2.445 1.844  0.229
H -0.195 -1.939 0.236  0.205


[14]
Entry from the OMol25 dataset: a cluster of 2 separate species, C6H10O in total (ωB97M-V/def2-TZVPD).

## Properties
- Frontier orbital gap: 10.55 eV
- E_LUMO: 0.3 eV
- E_HOMO: -10.23 eV
- Relative energy (zero: lowest compared OMol25 entry of this formula, charge and spin): 55.3 kcal per mole
- SMILES string: C#CC(=O)CC.C
- Total charge: 0

Each line ends with the natural charge from an NBO analysis.
Geometry (Å):
C -0.973 1.940 -0.886  -0.600
C 0.098 0.864 -0.715  -0.491
C -0.350 0.190 0.563  0.541
C 1.909 -1.184 0.659  -0.860
O -0.236 0.727 1.647  -0.536
C -1.113 -1.047 0.414  -0.140
C -1.847 -1.994 0.285  -0.136
H -0.795 2.568 -1.758  0.218
H -0.978 2.553 0.020  0.225
H -1.955 1.461 -0.978  0.209
H 1.092 1.306 -0.584  0.233
H 0.133 0.173 -1.566  0.219
H 1.879 -2.116 1.221  0.221
H 1.479 -1.359 -0.334  0.208
H 2.908 -0.770 0.548  0.216
H 1.359 -0.461 1.252  0.233
H -2.519 -2.818 0.197  0.241